ORCA calculation (ωB97M-V with the def2-TZVPD basis set) on a 11-piece molecular cluster, C21H44Cl20INOPSSi overall.

Cartesian coordinates (Å):
I  -4.768  -0.673  -2.393
Cl  2.305  0.774  -0.944
Cl  -4.006  -5.092  -2.298
Cl  4.961  5.592  -2.983
Cl  -3.192  4.900  1.537
Cl  7.193  5.590  -1.080
Cl  2.961  -0.378  5.847
Cl  -3.756  0.068  -8.069
Cl  -2.662  2.460  -5.634
Cl  3.150  3.368  0.094
Cl  -0.882  -0.551  -8.121
Cl  -0.484  3.775  1.508
Cl  -2.185  -8.748  1.298
Cl  -0.071  -8.477  3.309
Cl  4.573  9.473  -1.327
Cl  5.847  1.789  -2.115
Cl  3.849  2.203  6.914
Cl  5.223  -0.896  -1.154
Cl  -0.683  1.431  -3.722
Cl  -1.753  -5.705  -0.522
Cl  2.579  11.107  -2.717
S  -0.431  0.755  4.017
P  -3.685  -0.733  2.845
Si  0.926  -2.282  1.112
O  -3.234  -1.945  3.851
N  -1.918  -0.004  0.801
C  -2.334  -0.221  -9.078
C  -0.031  -3.591  2.084
C  2.504  2.499  -1.302
C  -3.182  -2.338  -0.461
C  -3.971  0.708  3.947
C  -2.051  -0.346  2.026
C  -3.049  -0.991  -1.146
C  -3.158  -6.349  -1.383
C  0.302  -0.520  1.552
C  3.179  1.357  5.524
C  -0.498  0.231  0.496
C  -1.980  1.029  -4.870
C  -1.715  -8.032  2.845
C  3.273  9.497  -2.532
C  5.518  6.069  -1.370
C  -2.956  0.196  -0.194
C  -0.731  -0.495  2.709
C  0.643  -2.669  -0.714
C  2.722  -2.502  1.596
C  -2.147  3.595  2.085
C  6.258  0.524  -0.953
H  1.535  2.915  -1.554
H  0.390  -1.800  -1.317
H  -2.399  -8.382  3.608
H  -2.543  2.657  1.708
H  -2.759  0.527  -4.312
H  -3.842  -6.769  -0.655
H  2.494  8.818  -2.210
H  1.497  -3.198  -1.131
H  -1.575  0.382  -5.638
H  0.062  -3.437  3.157
H  -2.204  -1.025  -1.829
H  3.684  9.183  -3.484
H  -2.155  0.662  -9.680
H  -0.180  0.141  -0.536
H  3.860  1.464  4.688
H  -2.528  -1.080  -9.709
H  6.116  0.914  0.047
H  -3.770  0.444  4.985
H  -2.299  -2.563  0.141
H  -3.363  1.575  3.710
H  0.399  -4.557  1.824
H  -4.091  -2.407  0.131
H  -5.028  0.940  3.867
H  -2.130  3.591  3.170
H  1.187  0.071  1.772
H  4.888  5.583  -0.635
H  0.644  0.181  4.583
H  -2.673  -1.587  4.557
H  7.289  0.232  -1.107
H  3.193  2.604  -2.131
H  -3.920  0.364  0.278
H  -1.766  -6.953  2.751
H  -0.437  1.318  0.650
H  -0.800  -1.418  3.281
H  -2.819  -7.112  -2.072
H  2.216  1.793  5.286
H  -0.201  -3.355  -0.790
H  -2.730  1.097  -0.765
H  -1.082  -3.599  1.792
H  3.407  -1.876  1.030
H  5.439  7.147  -1.296
H  2.948  -3.560  1.487
H  -3.235  -3.118  -1.220
H  2.824  -2.258  2.655

Kohn-Sham gap	8.3	eV
net charge	+1
lowest unoccupied orbital energy	-3.98	eV

=====

ORCA calculation (ωB97M-V with the def2-TZVPD basis set) on a 3-piece molecular cluster, C21H44ClN2O6 overall.

Cartesian coordinates (Å):
Cl  -2.781  0.666  -3.508
O  7.079  -0.574  -2.518
O  1.907  -0.944  0.362
O  -4.809  4.424  2.475
O  -3.503  -4.756  -0.135
O  -0.289  -4.109  3.391
O  -1.932  -3.453  2.312
N  -2.377  -0.545  -1.063
N  -0.702  -3.148  2.842
C  -3.811  4.673  3.454
C  8.262  0.070  -2.970
C  -1.137  -0.127  -0.398
C  -2.646  -1.813  -0.928
C  -2.300  -2.399  1.416
C  8.186  -2.147  -0.984
C  3.582  -0.084  -1.224
C  -3.883  1.487  -1.034
C  -1.568  -2.509  -0.018
C  -4.321  4.584  4.882
C  8.886  -0.588  -4.188
C  -5.557  6.758  2.248
C  -1.135  -3.968  -0.422
C  3.253  -1.124  -0.079
C  -5.926  5.304  2.478
C  -4.036  1.193  0.496
C  1.010  -1.746  -0.405
C  -2.342  -4.840  -0.972
C  -0.414  -1.426  0.133
C  7.212  -1.932  -2.130
C  -3.358  0.233  -1.857
H  -4.253  -0.422  -1.976
H  -2.214  -1.377  1.846
H  9.199  -1.841  -1.247
H  7.974  1.091  -3.226
H  -0.318  -3.968  -1.180
H  -3.260  2.394  -1.226
H  -3.041  3.913  3.306
H  -5.027  6.872  1.300
H  -6.580  4.971  1.669
H  1.134  -1.539  -1.504
H  6.219  -2.260  -1.816
H  3.494  -2.174  -0.381
H  3.965  -0.884  0.750
H  -4.917  1.661  -1.423
H  8.985  0.149  -2.152
H  8.170  -0.621  -5.012
H  -3.331  5.639  3.269
H  -4.907  7.145  3.035
H  -2.562  -4.512  -2.020
H  -0.736  -4.531  0.457
H  4.697  -0.018  -1.322
H  -3.081  1.220  1.070
H  -4.758  3.601  5.071
H  -3.504  4.747  5.587
H  9.199  -1.613  -3.985
H  -1.156  0.712  0.325
H  7.482  -2.549  -2.994
H  -4.193  -4.263  -0.586
H  9.765  -0.028  -4.512
H  -6.497  5.185  3.405
H  -1.983  -5.897  -0.940
H  -0.202  -1.149  1.196
H  -4.700  1.954  0.980
H  -3.392  -2.546  1.203
H  -6.455  7.377  2.222
H  -5.091  5.329  5.087
H  -0.421  0.264  -1.175
H  -3.512  -2.374  -1.325
H  3.248  0.931  -0.898
H  8.219  -3.202  -0.706
H  1.278  -2.816  -0.232
H  3.122  -0.358  -2.198
H  7.884  -1.562  -0.111
H  -4.492  0.189  0.711

Kohn-Sham gap	6.9	eV
net charge	+1
lowest unoccupied orbital energy	-4.44	eV

=====

ORCA calculation (ωB97M-V with the def2-TZVPD basis set) on a 5-piece molecular cluster, C21H44FNO4P overall.

Cartesian coordinates (Å):
P  -4.789  0.544  2.498
F  -6.851  1.265  4.162
O  3.288  -3.533  -4.803
O  0.203  1.681  -1.356
O  6.433  -0.162  -0.914
O  1.993  -0.006  -2.621
N  -2.997  3.017  3.978
C  -1.948  -0.517  3.373
C  2.873  -2.657  -5.854
C  -2.331  -0.412  2.047
C  1.001  2.845  -1.184
C  -3.048  2.706  2.758
C  -6.526  0.319  1.963
C  2.350  -3.443  -7.041
C  -8.553  -0.232  3.362
C  7.538  -0.990  -1.279
C  -1.439  -0.030  1.062
C  2.451  -1.311  -2.239
C  0.823  3.824  -2.329
C  -3.784  -0.686  1.647
C  8.077  -1.759  -0.088
C  0.258  0.190  2.739
C  1.678  0.555  3.096
C  -0.637  -0.215  3.713
C  -4.293  2.210  2.028
C  -7.526  0.835  3.027
C  3.193  -1.253  -0.919
C  -0.134  0.272  1.411
H  0.694  3.303  -0.242
H  -6.623  0.935  1.072
H  0.483  1.254  -2.181
H  -2.632  -0.840  4.145
H  3.718  -2.026  -6.150
H  2.054  2.551  -1.093
H  3.094  -1.708  -3.027
H  -5.126  2.864  2.297
H  1.510  -4.070  -6.740
H  -2.140  2.812  2.172
H  -1.729  0.048  0.023
H  8.908  -2.401  -0.380
H  0.545  0.593  0.636
H  -9.166  0.061  4.207
H  1.429  4.720  -2.180
H  2.022  -2.777  -7.841
H  -9.157  -0.364  2.466
H  -8.035  -1.173  3.542
H  3.984  -4.094  -5.158
H  1.115  3.364  -3.276
H  6.741  0.459  -0.247
H  3.124  -4.104  -7.438
H  1.990  0.102  4.032
H  -4.108  -1.697  1.891
H  7.293  -2.378  0.351
H  -0.223  4.119  -2.419
H  -4.165  2.286  0.949
H  2.356  0.241  2.306
H  -6.666  -0.736  1.746
H  -3.901  -0.524  0.577
H  8.426  -1.074  0.688
H  1.764  1.638  3.182
H  3.535  -2.244  -0.619
H  -3.908  2.897  4.432
H  2.544  -0.853  -0.135
H  2.768  0.558  -2.705
H  8.324  -0.370  -1.722
H  4.062  -0.596  -0.993
H  1.573  -1.950  -2.162
H  7.174  -1.675  -2.043
H  -8.048  1.699  2.619
H  2.095  -2.013  -5.444
H  -0.333  -0.284  4.748
H  -4.667  0.385  3.876

Kohn-Sham gap	9.4	eV
net charge	+1
lowest unoccupied orbital energy	-2.31	eV

=====

ORCA calculation (ωB97M-V with the def2-TZVPD basis set) on a 3-piece molecular cluster, C21H44O6Si overall.

Cartesian coordinates (Å):
Si  -3.677  -0.164  1.071
O  4.394  0.272  3.005
O  3.669  1.148  -5.042
O  3.827  1.331  -2.865
O  2.619  0.945  1.912
O  -5.883  -2.503  -1.625
O  -6.199  -4.109  -0.053
C  4.881  3.045  -4.286
C  -5.117  0.734  -1.254
C  -3.960  -3.750  -0.845
C  -6.287  -0.123  -1.731
C  0.807  -0.124  -1.460
C  -5.021  0.921  0.282
C  1.403  -1.523  -1.544
C  3.676  3.066  -1.165
C  5.035  -0.159  4.208
C  -0.998  1.018  1.263
C  1.790  -2.069  -0.169
C  5.080  -1.669  4.316
C  4.424  1.856  -1.678
C  2.160  -0.108  3.986
C  -5.447  -3.486  -0.779
C  -2.387  0.928  1.932
C  -0.666  -0.111  -1.025
C  -1.016  1.190  -0.262
C  3.061  0.433  2.901
C  -6.551  -1.408  -0.965
C  4.103  1.762  -4.108
H  0.731  -2.220  -2.045
H  -7.205  0.457  -1.787
H  -0.496  1.884  1.697
H  0.898  -2.204  0.445
H  2.311  -1.484  -2.149
H  5.571  -2.094  3.441
H  -6.075  -0.437  -2.754
H  -0.391  0.162  1.555
H  2.604  -0.108  4.979
H  -2.812  1.927  2.039
H  -4.171  0.377  -1.662
H  5.594  3.248  -3.490
H  5.632  -1.969  5.207
H  -1.945  1.641  -0.613
H  4.349  1.046  -0.954
H  1.266  0.509  4.020
H  -1.282  -0.194  -1.920
H  -4.795  1.966  0.482
H  1.872  -1.126  3.722
H  -0.227  1.901  -0.510
H  -7.621  -1.618  -1.002
H  5.433  2.978  -5.220
H  -3.537  -3.604  0.145
H  4.079  -2.098  4.372
H  -0.873  -0.965  -0.384
H  5.487  2.054  -1.822
H  4.571  0.303  5.080
H  -4.293  -1.076  2.072
H  -3.055  -1.012  0.038
H  2.300  -3.025  -0.265
H  4.176  3.873  -4.354
H  1.413  0.466  -0.770
H  -5.256  1.726  -1.688
H  -2.251  0.546  2.945
H  4.094  3.390  -0.212
H  6.047  0.238  4.143
H  2.457  -1.380  0.349
H  -3.479  -3.055  -1.526
H  0.867  0.358  -2.436
H  3.724  3.903  -1.863
H  -3.808  -4.772  -1.178
H  -5.963  0.691  0.778
H  2.625  2.820  -1.015
H  -6.285  -1.365  0.089

Kohn-Sham gap	10.5	eV
SMILES	CCCCCCC[SiH2]CCCCOC(C)=O.CCOC(C)=O.CCOC(C)=O
lowest unoccupied orbital energy	0.52	eV

=====

ORCA calculation (ωB97M-V with the def2-TZVPD basis set) on C21H45FNO10P4Pb as an isolated structure.

Cartesian coordinates (Å):
Pb  -6.016  -1.814  -1.193
P  2.306  0.038  2.761
P  4.934  2.520  2.991
P  0.466  0.201  4.184
P  3.439  1.434  4.155
F  -0.746  -0.434  1.380
O  6.201  1.574  2.890
O  5.421  3.728  3.887
O  1.383  -0.984  1.726
O  3.983  -2.802  1.473
O  -3.615  -4.338  -0.136
O  -0.282  -1.217  4.201
O  -4.514  4.325  1.297
O  1.886  1.349  1.850
O  4.507  2.968  1.665
O  -2.304  3.831  1.281
N  1.049  0.439  5.745
C  -0.122  3.459  0.305
C  0.535  -0.304  0.869
C  -0.625  -1.622  -4.579
C  -3.617  3.526  1.057
C  1.017  1.141  -1.775
C  -2.794  -2.146  -0.700
C  -2.190  -2.126  -2.128
C  -2.136  -0.695  -2.643
C  -3.413  -5.285  -1.187
C  -3.919  2.136  0.553
C  0.984  1.159  0.739
C  -1.518  4.018  0.096
C  1.677  0.208  -2.790
C  3.810  -1.663  1.062
C  1.115  -1.234  -2.696
C  -0.223  2.066  0.912
C  -3.988  -3.091  -0.573
C  3.971  -0.441  1.925
C  0.804  -1.890  -4.030
C  -1.366  -0.441  -3.967
C  1.845  1.386  -0.485
H  2.181  2.409  -0.447
H  4.647  -0.745  2.713
H  -2.091  -0.104  -4.697
H  4.364  0.382  1.340
H  0.342  3.465  -0.672
H  -1.199  -2.537  -4.539
H  0.071  0.729  -1.449
H  3.522  -1.462  0.014
H  -3.240  -6.236  -0.715
H  1.795  -0.229  5.947
H  -0.348  2.198  1.977
H  -0.520  -1.407  -5.635
H  -1.507  5.058  -0.199
H  0.280  -1.270  -2.015
H  0.773  2.080  -2.253
H  0.896  -2.963  -3.898
H  0.194  -1.912  3.723
H  -3.337  1.387  1.078
H  2.755  0.201  -2.715
H  -2.825  -2.701  -2.794
H  1.903  -1.825  -2.234
H  -1.752  -0.046  -1.865
H  2.665  0.683  -0.476
H  0.443  4.137  0.934
H  -4.713  -2.644  0.183
H  -2.040  -2.405  0.031
H  6.162  0.829  3.497
H  -1.968  3.435  -0.704
H  -3.167  -0.381  -2.780
H  2.560  2.454  4.547
H  1.433  0.565  -3.783
H  -4.965  1.931  0.704
H  2.539  -1.141  3.589
H  -2.565  -5.022  -1.807
H  1.556  -1.636  -4.763
H  -0.711  0.403  -3.812
H  -4.299  -5.357  -1.809
H  -4.553  -3.163  -1.558
H  5.145  4.534  3.440
H  0.538  -0.875  -0.052
H  0.289  0.281  6.401
H  -3.138  -1.142  -0.488
H  -3.706  2.084  -0.509
H  -1.228  -2.620  -2.129
H  -1.129  1.602  0.555

Kohn-Sham gap	1.6	eV
net charge	+1
lowest unoccupied orbital energy	-6.86	eV

=====

ORCA calculation (ωB97M-V with the def2-TZVPD basis set) on an isolated ion of composition C21H45IOPS and charge +1.

Cartesian coordinates (Å):
I  -5.927  0.722  0.353
S  -3.629  1.031  1.198
P  -3.612  2.670  2.582
O  -2.052  3.447  2.531
C  -1.503  -2.905  -1.784
C  2.235  -0.663  -0.404
C  -3.472  -2.312  0.067
C  2.298  0.833  -1.087
C  1.134  1.764  -0.328
C  -3.069  -0.531  2.140
C  -1.538  1.855  -2.642
C  3.691  -1.407  -0.264
C  -1.891  -2.232  -3.262
C  3.466  -1.011  3.347
C  0.237  3.849  -1.911
C  -1.154  0.270  -2.831
C  4.769  -0.476  0.552
C  -2.829  -3.421  -0.957
C  -2.467  -0.702  -3.140
C  5.081  -1.254  3.166
C  -0.152  2.709  -3.023
C  5.563  -1.470  1.602
C  -2.384  -1.507  0.993
C  -3.850  1.870  4.311
C  1.250  3.350  -0.725
H  5.464  -2.612  1.293
H  -4.861  1.261  4.331
H  5.723  -0.342  3.589
H  -4.204  -2.908  0.794
H  3.203  -1.090  4.495
H  -3.880  2.767  5.085
H  -0.889  -3.892  -2.057
H  0.729  1.996  -3.325
H  2.094  0.694  -2.231
H  -2.997  1.102  4.574
H  -2.592  -2.958  -3.898
H  0.817  4.707  -2.505
H  5.346  -2.251  3.760
H  -0.440  3.302  -4.019
H  -2.474  2.214  -3.247
H  -0.767  -2.236  -1.164
H  0.057  1.306  -0.419
H  -2.931  -0.277  -4.150
H  -0.583  -0.180  -1.886
H  -3.983  -1.045  2.685
H  -1.620  -2.283  1.448
H  -0.850  -2.159  -3.836
H  1.414  1.692  0.830
H  6.720  -1.216  1.477
H  3.527  -2.476  0.218
H  -1.741  2.097  -1.496
H  -0.426  0.150  -3.762
H  2.791  -1.725  2.710
H  -1.751  -0.781  0.296
H  -2.656  -4.459  -0.401
H  4.276  0.450  1.111
H  -1.341  2.850  2.948
H  4.086  -1.597  -1.372
H  5.484  0.009  -0.269
H  3.311  1.404  -0.912
H  -0.754  4.380  -1.511
H  2.393  3.573  -0.926
H  -2.263  -0.277  2.954
H  1.484  -1.311  -1.062
H  -3.198  -0.537  -2.225
H  3.206  0.091  3.016
H  -3.657  -3.653  -1.781
H  1.741  -0.616  0.671
H  0.947  3.962  0.253
H  -4.150  -1.603  -0.572

Kohn-Sham gap	6.0	eV
net charge	+1
lowest unoccupied orbital energy	-6.06	eV

=====

> Which value of Kohn-Sham gap does entry 4 give?

10.5 eV

=====

> Look up the Kohn-Sham gap of the second one.

6.9 eV

=====

> Which of these has the highest lowest unoccupied orbital energy?

C21H44O6Si

=====

> Number 1 is which compound?

C21H44Cl20INOPSSi